(1)
DFT (ωB97M-V with the def2-TZVPD basis set) results for one molecule with the formula C5H8 in a non-equilibrium geometry.

## Properties
Net charge ... 0
HOMO ... -8.67 eV
Spin multiplicity ... 1
Structure (SMILES) ... C=C1CCC1
Calculated total energy ... -195.2202 hartree

Last column: natural (NBO) charge in e.
Geometry (Å):
C -0.041 -1.130 0.888  -0.390
C -1.065 -0.122 0.291  -0.459
C 0.228 1.411 -1.344  -0.484
C 0.105 0.611 -0.299  0.095
C 1.116 -0.192 0.472  -0.457
H 0.002 -2.076 0.342  0.205
H -0.153 -1.324 1.953  0.206
H -1.697 -0.536 -0.509  0.218
H -1.679 0.448 0.981  0.219
H -0.618 1.981 -1.715  0.199
H 0.932 0.896 -1.974  0.215
H 2.016 -0.598 -0.005  0.213
H 1.444 0.448 1.304  0.219


(2)
DFT (ωB97M-V with the def2-TZVPD basis set) results for C22H35BrFeO2P2 as an isolated structure in a non-equilibrium geometry.

## Properties
Net charge ... 0
HOMO (spin up / spin down) ... -6.53 / -6.99 eV
Spin multiplicity ... 5
Calculated total energy ... -5529.9306 hartree

Last column: Mulliken spin population.
Geometry (Å):
P 0.896 2.851 -1.750  0.004
P 1.253 -0.448 -3.081  0.003
C 1.942 2.273 -3.255  0.003
C 1.425 1.094 -4.077  -0.001
H 2.967 2.125 -2.858  0.001
H 1.947 3.164 -3.907  0.000
H 0.449 1.290 -4.567  0.000
H 2.174 0.837 -4.837  0.000
C 2.995 -1.000 -2.893  0.000
H 3.025 -1.893 -2.255  0.000
H 3.616 -0.212 -2.441  0.000
H 3.373 -1.241 -3.893  0.000
C 0.417 -1.581 -4.218  0.001
H 1.144 -1.854 -4.979  0.000
H -0.437 -1.048 -4.651  0.000
H 0.083 -2.448 -3.645  0.000
C 1.917 4.296 -1.472  0.002
H 1.567 4.830 -0.595  0.000
H 1.848 4.921 -2.360  0.000
H 2.945 3.955 -1.332  0.000
C -0.578 3.478 -2.665  -0.001
H -1.102 2.703 -3.244  0.000
H -0.237 4.256 -3.357  0.000
H -1.283 3.938 -1.963  -0.001
Fe -2.301 0.880 1.571  3.887
C -0.105 -1.768 -0.838  -0.004
C 1.085 -1.492 -0.241  -0.003
C 1.815 -0.161 -0.154  0.000
C 1.583 1.096 0.732  -0.007
C 0.642 2.143 0.030  -0.056
C -0.811 1.652 -0.147  0.169
C -0.941 0.619 -1.238  -0.120
C -1.323 -0.861 -0.924  0.080
C -2.198 1.983 3.298  0.042
H -0.335 -2.824 -1.100  0.000
H 1.514 -2.321 0.356  0.000
H 1.874 0.355 -1.148  0.002
H 2.840 -0.458 0.097  -0.001
H 1.431 0.823 1.809  0.002
H 2.539 1.636 0.754  0.000
H 0.668 3.083 0.615  0.001
H -1.339 2.600 -0.465  -0.006
H 0.038 0.527 -1.788  0.009
H -1.647 0.995 -2.004  -0.016
H -2.006 -0.882 -0.020  -0.051
H -1.967 -1.207 -1.771  0.012
H -3.232 1.869 3.671  0.017
H -1.938 3.037 3.180  0.007
H -1.475 1.499 3.949  0.006
Br -2.483 -4.445 1.997  0.000
C -2.435 -3.885 3.800  0.003
C -3.085 -4.639 4.801  0.000
C -2.781 -4.396 6.156  0.000
C -1.781 -3.476 6.477  0.000
C -1.230 -2.659 5.509  0.000
C -1.620 -2.802 4.161  0.001
C -0.941 -1.885 3.072  0.005
O 0.273 -2.133 3.043  0.009
O -1.638 -1.075 2.380  0.002
H -3.795 -5.406 4.502  0.000
H -3.301 -4.988 6.921  0.000
H -1.459 -3.391 7.504  0.000
H -0.480 -1.931 5.747  0.000


(3)
DFT (ωB97M-V with the def2-TZVPD basis set) results for an isolated ion of composition C2H5NO and charge +1 in a non-equilibrium geometry.

## Properties
Net charge ... +1
HOMO (spin up / spin down) ... -16.55 / -15.94 eV
Spin multiplicity ... 2
Calculated total energy ... -208.8193 hartree

Last column: Mulliken spin population.
Geometry (Å):
O -1.207 -0.186 -1.724  0.196
C -0.100 -0.222 -1.321  0.041
C 0.115 0.506 0.036  0.037
N -0.098 -0.416 1.115  0.646
H 0.794 -0.779 -1.684  0.029
H 1.058 1.037 0.247  0.062
H -0.775 1.198 0.125  0.009
H -0.441 -0.044 1.996  -0.007
H 0.655 -1.094 1.210  -0.013


(4)
DFT (ωB97M-V with the def2-TZVPD basis set) results for one molecule with the formula C5H10 in a non-equilibrium geometry.

## Properties
Net charge ... 0
HOMO ... -10.25 eV
Spin multiplicity ... 1
Structure (SMILES) ... CC1CCC1
Calculated total energy ... -196.4576 hartree

Last column: natural (NBO) charge in e.
Geometry (Å):
C 1.885 0.025 -0.113  -0.609
C 0.446 0.013 0.352  -0.227
C -0.560 1.080 -0.110  -0.392
C -1.649 -0.002 -0.032  -0.400
C -0.509 -1.060 -0.102  -0.400
H 1.960 -0.359 -1.165  0.209
H 2.402 1.006 -0.053  0.217
H 2.527 -0.669 0.623  0.208
H 0.301 -0.016 1.452  0.193
H -0.666 1.980 0.501  0.201
H -0.384 1.359 -1.156  0.193
H -2.586 -0.101 -0.697  0.207
H -2.114 0.116 0.968  0.195
H -0.307 -1.530 -1.078  0.204
H -0.746 -1.840 0.611  0.202


- What is the calculated total energy in the third record?
  -208.8193 hartree


Repeat the third record exactly.
DFT (ωB97M-V with the def2-TZVPD basis set) results for an isolated ion of composition C2H5NO and charge +1 in a non-equilibrium geometry.

## Properties
Net charge ... +1
HOMO (spin up / spin down) ... -16.55 / -15.94 eV
Spin multiplicity ... 2
Calculated total energy ... -208.8193 hartree

Last column: Mulliken spin population.
Geometry (Å):
O -1.207 -0.186 -1.724  0.196
C -0.100 -0.222 -1.321  0.041
C 0.115 0.506 0.036  0.037
N -0.098 -0.416 1.115  0.646
H 0.794 -0.779 -1.684  0.029
H 1.058 1.037 0.247  0.062
H -0.775 1.198 0.125  0.009
H -0.441 -0.044 1.996  -0.007
H 0.655 -1.094 1.210  -0.013


- net charge of number 4 (C5H10)?
  0